A molecular structure, C37H32ClDyN3O4P at a distorted geometry, computed with wB97M-V/def2-TZVPD.

```
79
Properties=species:S:1:pos:R:3:forces:R:3:mulliken_spin:R:1
Dy 8.3415 11.1047 13.6865 0.5 -0.7 -0.6 4.935
C 5.5569 7.8743 15.0639 0.8 -0.3 -0.3 0.000
C 6.7074 8.3557 14.2013 0.0 -1.9 -0.9 -0.014
O 7.2182 9.4681 14.5402 -0.1 0.5 0.3 0.004
C 7.0969 7.5327 13.1221 -0.4 1.5 1.9 0.005
C 8.0319 7.8947 12.1380 1.7 1.4 -1.0 -0.003
C 8.2970 6.9516 10.9805 0.5 0.5 -0.4 -0.001
N 8.6943 9.0734 12.1662 -2.4 -1.1 2.8 0.013
N 9.4877 9.3552 11.1535 1.6 0.8 -3.3 0.000
C 9.8624 10.6031 11.0345 -0.1 -1.3 0.9 0.003
O 9.6838 11.4918 11.9620 -0.5 0.3 0.7 0.003
C 10.5922 11.0631 9.8453 0.5 -0.8 -0.7 0.003
C 10.8756 10.2247 8.7276 0.5 3.0 0.3 -0.001
C 11.5102 10.8096 7.6148 0.3 -1.0 0.7 0.000
C 12.0100 12.1324 7.6501 -0.8 -0.8 0.2 0.000
C 11.7672 12.8731 8.7775 -0.1 0.8 1.0 0.000
C 11.0380 12.3722 9.8568 0.0 0.3 -0.7 -0.001
H 4.6369 8.1509 14.5574 -0.3 -0.3 0.1 0.000
H 5.6231 8.4192 15.9827 -0.2 0.3 0.7 0.000
H 5.6468 6.7936 15.2726 -0.4 0.5 -0.3 0.000
H 6.6566 6.5581 13.1487 -0.2 -0.4 -0.5 0.000
H 7.3688 6.6773 10.4521 0.3 -0.1 0.4 0.000
H 8.8350 6.0588 11.3504 -0.4 0.3 -0.3 0.000
H 8.9444 7.5123 10.2662 -0.4 -0.7 0.5 0.000
H 10.5775 9.2158 8.7755 -0.3 -1.0 -0.2 0.000
H 11.7132 10.0965 6.8152 0.0 0.6 -0.2 0.000
H 12.4824 12.6555 6.8417 0.3 -0.4 -0.5 0.000
H 12.1308 13.9016 8.8860 -0.1 -0.3 -0.4 0.000
H 10.7313 13.0544 10.6421 0.3 -0.3 0.1 0.000
Cl 3.8430 17.1700 13.4716 -0.9 0.6 -0.2 0.000
C 5.0960 16.0315 13.3465 1.0 -1.4 0.3 0.001
C 6.3750 16.4241 13.8214 -0.3 -0.8 0.3 -0.001
C 7.3651 15.4682 14.0288 0.0 1.1 -0.1 -0.001
C 7.1485 14.1115 13.8041 -1.5 -1.6 -0.9 0.002
O 7.9554 13.1865 14.2130 -0.5 1.6 -0.5 0.028
C 5.8738 13.7820 13.0768 2.0 0.1 1.5 0.002
C 5.6706 12.5431 12.4970 3.3 -3.7 -0.2 -0.001
O 6.5503 11.5662 12.5288 -3.6 2.7 -0.6 0.011
C 4.8589 14.7060 12.9637 -0.7 2.6 0.5 -0.001
H 6.4755 17.4589 14.1770 0.3 -0.5 -0.4 0.000
H 8.3465 15.7282 14.3894 0.1 0.2 0.3 0.000
H 4.8060 12.3656 11.8756 -0.5 0.0 -0.1 0.000
H 3.8372 14.4259 12.6985 0.4 0.0 -0.3 0.000
N 10.4296 10.5039 14.7988 0.9 -1.4 0.2 0.000
C 10.1983 9.4190 15.7513 -0.4 2.0 -0.1 0.008
C 10.2543 8.1016 15.4125 0.0 -1.9 1.2 -0.004
C 10.1574 7.1438 16.4589 0.4 -0.4 -1.1 0.000
C 10.0548 7.5338 17.7814 0.0 0.1 0.2 -0.001
C 9.8545 8.8769 18.0831 0.7 0.6 -0.3 0.002
C 9.8254 9.8371 17.0400 0.5 -0.9 1.3 0.001
P 9.2457 11.5449 17.3074 0.1 0.3 -1.9 0.005
C 8.1343 11.3914 18.6946 0.1 1.0 1.4 -0.002
C 8.0010 12.5030 19.5607 0.3 0.1 0.7 0.000
C 7.3731 12.3702 20.7918 -0.5 -0.7 0.0 0.000
C 6.7929 11.1435 21.1676 -0.2 0.7 0.9 0.000
C 6.8289 10.0882 20.2866 -0.2 0.1 -1.3 0.000
C 7.4476 10.2375 19.0269 -0.6 -0.2 0.7 0.001
C 10.7082 12.5264 17.8534 -0.1 1.2 0.8 0.000
C 11.8545 11.9431 18.4116 -0.1 1.6 0.2 0.000
C 12.8947 12.7327 18.9342 -0.2 -0.3 -0.3 0.000
C 12.7806 14.1383 18.9289 0.6 -0.1 0.3 0.000
C 11.6403 14.7479 18.4081 -1.0 -0.7 -0.6 0.000
C 10.6005 13.9635 17.8388 1.0 -1.3 0.2 0.000
H 11.0223 10.1658 14.0163 -0.4 0.5 0.6 0.000
H 10.8885 11.2709 15.2958 0.1 -0.2 -0.5 0.003
H 10.3657 7.7309 14.4086 0.2 0.3 -0.3 0.000
H 10.2788 6.0608 16.2158 -0.2 1.1 0.1 0.000
H 10.1564 6.7949 18.5720 -0.1 0.1 -0.1 0.000
H 9.8641 9.2241 19.1323 -0.4 -0.3 -0.7 0.000
H 8.4363 13.4976 19.3862 0.0 -0.7 -0.4 0.000
H 7.3032 13.2069 21.4814 0.1 0.0 -0.2 0.000
H 6.2747 11.0835 22.1542 0.6 -0.1 -0.9 0.000
H 6.3203 9.1483 20.4603 0.0 0.1 0.3 0.000
H 7.3267 9.4442 18.3051 0.4 -0.2 0.0 0.000
H 11.9210 10.8920 18.5298 0.1 -0.9 -0.2 0.000
H 13.7520 12.1468 19.3240 -0.4 1.0 -0.1 0.000
H 13.5729 14.8146 19.3360 -0.7 -0.9 -0.3 0.000
H 11.5491 15.8332 18.4491 0.0 -0.3 -0.1 0.000
H 9.7107 14.3736 17.3569 0.3 0.2 0.3 0.000
```
Forces are in eV/Å.

Calculated values
multiplicity = 6
molar mass = 811.6 g/mol
Kohn-Sham gap (alpha / beta) = 0.210 / 0.211 Ha
highest occupied orbital energy (alpha / beta) = -6.48 / -6.48 eV


A molecular structure, C37H32GdNO3P2 at a distorted geometry, computed with wB97M-V/def2-TZVPD.

```
76
Properties=species:S:1:pos:R:3:forces:R:3:mulliken_spin:R:1
Gd 0.9515 0.0322 -0.5185 0.0 -0.1 0.0 6.580
P -0.1481 2.5320 -0.0404 0.0 1.8 -0.2 0.094
C -0.3881 0.0903 1.7673 -0.9 -0.3 2.3 0.019
O -0.8146 0.0406 2.8186 0.7 0.1 -2.0 -0.001
P -0.1387 -2.5386 0.1034 0.0 -1.7 -0.3 0.122
C -0.0708 3.3720 1.5771 -0.1 0.5 0.2 0.010
C -1.6422 3.1717 -0.8847 -0.2 -0.3 -0.2 -0.006
C 1.3252 3.1184 -1.0011 0.1 0.0 0.2 0.008
C 1.4764 -3.4206 -0.1902 -0.2 0.3 -0.3 0.027
C -0.8267 -3.2423 1.6473 0.1 -0.5 0.5 -0.001
C -1.2787 -3.0696 -1.2373 -0.2 0.2 -0.2 0.019
C 0.9945 4.2273 1.9322 -0.2 -0.2 0.0 0.004
C 0.9773 4.8897 3.1622 -0.2 -0.1 0.0 -0.004
C -0.1150 4.7598 4.0242 0.2 -0.4 -0.1 0.012
C -1.1861 3.9366 3.6668 0.1 -0.1 -0.1 -0.004
C -1.1696 3.2492 2.4538 0.1 0.1 -0.1 0.009
H 1.8257 4.4120 1.2475 -0.2 -0.2 0.2 0.000
H 1.8290 5.4973 3.4656 -0.2 -0.1 -0.2 0.000
H -0.1076 5.2554 4.9946 0.0 -0.1 -0.3 0.000
H -2.0284 3.8037 4.3447 0.2 0.1 -0.2 0.000
H -2.0507 2.6630 2.1829 0.3 0.0 0.0 0.000
C 2.6021 2.6219 -0.6200 -0.3 0.2 -0.2 0.006
C 3.7443 3.0186 -1.3307 -0.2 -0.1 0.0 0.001
C 3.6139 3.9646 -2.3511 -0.1 -0.1 -0.3 0.001
C 2.3566 4.4583 -2.7306 0.2 -0.3 0.2 -0.003
C 1.2073 4.0173 -2.0744 0.1 -0.1 0.1 0.010
H 2.7038 1.9850 0.2742 0.0 0.4 -0.6 0.002
H 4.7202 2.5658 -1.1077 -0.5 0.4 0.0 0.000
H 4.4965 4.2890 -2.9045 -0.2 -0.1 0.2 0.000
H 2.2680 5.1619 -3.5599 0.1 -0.2 0.3 0.000
H 0.2275 4.3825 -2.3897 0.3 -0.1 0.1 0.001
C -2.1459 4.4621 -0.6500 -0.1 -0.1 -0.2 0.005
C -3.2761 4.9057 -1.3476 0.1 -0.3 -0.1 0.000
C -3.9135 4.0725 -2.2755 0.2 -0.2 0.3 0.003
C -3.4208 2.7812 -2.5030 -0.1 0.1 0.0 0.000
C -2.2973 2.3360 -1.8122 0.2 0.3 0.2 0.000
H -1.6582 5.1220 0.0664 -0.1 -0.2 -0.1 0.001
H -3.6783 5.8999 -1.1651 0.2 -0.2 0.0 0.000
H -4.8077 4.4203 -2.7966 0.3 -0.1 0.1 0.000
H -3.9165 2.1148 -3.2146 0.2 0.3 0.3 0.000
H -1.9079 1.3334 -2.0026 -0.2 0.1 0.0 0.000
C -2.0180 -4.0050 1.7002 0.2 0.1 -0.1 0.008
C -2.4325 -4.5847 2.9045 0.2 0.2 0.0 -0.003
C -1.6628 -4.4585 4.0624 -0.1 0.4 -0.2 0.010
C -0.4749 -3.7286 4.0149 0.0 0.1 -0.1 -0.003
C -0.0594 -3.1306 2.8270 0.0 -0.1 -0.1 0.007
H -2.6200 -4.1975 0.8088 0.2 0.3 0.2 0.001
H -3.3788 -5.1217 2.9533 0.3 0.0 -0.2 0.000
H -2.0137 -4.8772 5.0067 0.2 0.0 -0.3 0.000
H 0.1245 -3.5947 4.9147 -0.1 -0.1 -0.2 0.000
H 0.9050 -2.6185 2.8343 -0.3 0.0 -0.1 0.000
C 2.4639 -2.7411 -0.9404 -0.1 -0.6 0.2 -0.005
C 3.7241 -3.3123 -1.1206 -0.1 0.1 -0.2 -0.004
C 3.9726 -4.6042 -0.6466 -0.1 0.0 0.3 0.002
C 2.9829 -5.3162 0.0496 0.0 0.6 -0.3 0.000
C 1.7348 -4.7195 0.2871 0.3 0.2 -0.1 0.008
H 2.2533 -1.8031 -1.4975 0.2 -0.6 0.4 0.012
H 4.5018 -2.7357 -1.6393 -0.4 -0.5 0.2 0.000
H 4.9551 -5.0554 -0.8025 -0.3 0.2 0.1 0.000
H 3.2073 -6.3170 0.4176 -0.2 0.3 -0.1 0.000
H 0.9707 -5.2723 0.8365 0.2 0.3 -0.1 0.000
C -1.0228 -4.1908 -2.0424 -0.2 0.1 0.1 0.006
C -1.9422 -4.5695 -3.0242 -0.1 0.3 0.0 -0.002
C -3.1075 -3.8231 -3.2347 0.3 0.3 0.1 0.004
C -3.3475 -2.6744 -2.4657 0.1 -0.1 -0.1 -0.001
C -2.4451 -2.3075 -1.4668 0.3 -0.1 -0.1 0.006
H -0.1073 -4.7665 -1.9174 -0.2 0.1 0.0 0.000
H -1.7237 -5.4258 -3.6604 -0.1 0.2 0.2 0.000
H -3.7887 -4.0985 -4.0422 0.2 0.1 0.3 0.000
H -4.2123 -2.0397 -2.6768 0.2 -0.3 0.2 0.000
H -2.6228 -1.4077 -0.8732 -0.1 -0.2 -0.1 -0.002
H 3.0569 -0.0952 -3.1971 -0.5 0.0 -0.2 0.000
H 2.4055 -0.1055 -3.5945 0.4 0.0 0.3 0.000
O 2.1861 0.9111 2.9576 1.6 -2.4 -2.6 0.006
N 2.8179 0.1167 2.2928 -1.5 1.9 1.5 0.012
O 2.3854 -0.0227 0.9536 -0.1 0.2 1.4 0.021
```
Forces are in eV/Å.

Calculated values
multiplicity = 8
molar mass = 757.9 g/mol
Kohn-Sham gap (alpha / beta) = 0.291 / 0.190 Ha
highest occupied orbital energy (alpha / beta) = -14.05 / -13.82 eV
charge = +2


A molecular structure, C37H32NNdP2Se at a distorted geometry, computed with wB97M-V/def2-TZVPD.

```
74
Properties=species:S:1:pos:R:3:forces:R:3:mulliken_spin:R:1
C 0.7645 -0.9466 -2.0285 -0.7 -0.4 0.3 0.000
C -0.2993 -1.4085 -1.2375 0.0 -0.4 -0.2 -0.002
C -1.6203 -1.5239 -1.6933 1.0 -0.1 0.1 0.000
C -1.8439 -1.2791 -3.0290 0.0 0.3 -0.2 0.001
C -0.7943 -0.8863 -3.8585 0.0 0.1 -0.2 -0.002
C 0.4972 -0.7058 -3.3600 -0.2 0.1 -0.1 0.002
P 0.0191 -1.9246 0.4175 -0.1 1.2 1.2 -0.020
C -1.2943 -2.9341 1.0703 0.3 -0.3 -0.5 0.002
C -2.3581 -2.4702 1.8797 0.6 -0.9 -0.7 -0.002
C -3.3696 -3.3959 2.1594 0.0 0.3 0.2 0.001
C -3.2977 -4.7036 1.6694 0.2 0.0 -0.1 0.000
C -2.2145 -5.1231 0.8870 -0.1 0.1 0.2 0.000
C -1.1973 -4.2406 0.5791 -0.7 0.3 0.6 -0.002
Nd -0.0279 0.0490 2.1937 -0.3 0.4 2.9 3.062
P 0.0233 1.8653 0.2799 0.1 -1.0 2.0 -0.022
C -1.3892 1.7472 -0.7458 0.3 0.4 -0.5 -0.007
C -1.1604 2.1047 -2.0752 -0.7 -0.2 0.6 0.000
C -2.2677 2.1852 -2.8923 -0.3 -0.2 -0.2 0.000
C -3.5380 1.8879 -2.3991 -0.1 0.1 -0.2 -0.001
C -3.7258 1.4842 -1.0741 0.0 -0.1 0.0 0.001
C -2.6437 1.3831 -0.2167 0.7 0.4 -0.8 0.002
C -0.2482 3.0813 1.6087 0.2 0.5 -0.4 0.007
C 0.6200 3.1582 2.7332 -0.7 0.0 -0.6 -0.003
C 0.4438 4.2151 3.6323 0.1 -0.3 0.0 0.001
C -0.5679 5.1580 3.4264 0.0 -0.1 -0.2 -0.002
C -1.4211 5.0593 2.3205 0.1 -0.1 0.1 0.000
C -1.2728 4.0258 1.4084 0.4 -0.3 0.4 0.000
C 1.6430 2.0192 -0.3642 -0.4 0.7 -0.2 0.000
C 2.6856 1.0957 -0.1547 -0.5 1.0 -0.5 -0.003
C 3.9040 1.4052 -0.7435 0.1 0.0 0.2 0.001
C 4.0593 2.5979 -1.4559 0.0 0.1 -0.1 0.000
C 3.0074 3.5097 -1.5866 0.2 0.0 0.0 0.000
C 1.7767 3.2430 -1.0247 0.9 -0.7 0.0 -0.002
C 1.6344 -2.6247 0.6425 -0.2 -0.5 -0.4 0.003
C 2.0326 -3.3955 -0.4564 0.5 0.1 0.7 -0.002
C 3.2180 -4.0995 -0.3601 0.1 0.1 0.2 0.000
C 3.9824 -4.0341 0.8094 -0.1 0.0 -0.1 -0.001
C 3.5679 -3.2585 1.8974 0.0 0.2 0.2 0.002
C 2.3808 -2.5248 1.8421 -0.2 -0.3 -1.2 -0.001
H 1.4289 2.4144 2.8820 -0.3 0.6 -0.1 -0.002
H 1.1076 4.2888 4.4942 -0.2 0.0 -0.2 0.000
H -0.6957 5.9815 4.1294 0.1 -0.3 -0.2 0.000
H -2.2000 5.7912 2.1526 0.0 0.1 0.1 0.000
H -1.9246 3.9073 0.5400 0.2 0.3 0.3 0.000
H -0.1444 2.3021 -2.4123 -0.4 0.1 -0.1 0.000
H -2.1122 2.4647 -3.9161 -0.2 0.1 -0.4 0.000
H -4.3983 1.9623 -3.0698 0.3 0.0 0.3 0.000
H -4.7108 1.2475 -0.6996 -0.1 0.0 -0.1 0.000
H -2.7523 1.0539 0.8197 -0.1 0.2 -0.2 0.000
H 2.5392 0.1789 0.4256 0.1 0.2 -0.3 0.002
H 4.7285 0.7137 -0.6296 0.1 0.1 -0.1 0.000
H 5.0244 2.8344 -1.9116 -0.3 -0.1 0.2 0.000
H 3.1243 4.4341 -2.1143 0.4 0.3 -0.3 0.000
H 0.9248 3.9245 -1.0658 0.4 0.0 -0.2 -0.001
H 1.4040 -3.4068 -1.3495 0.4 -0.2 0.2 0.000
H 3.5185 -4.6917 -1.2037 0.3 -0.3 -0.1 0.000
H 4.9143 -4.6021 0.8621 -0.3 0.2 0.1 0.000
H 4.1664 -3.2205 2.8037 0.0 -0.1 -0.2 0.000
H 2.0383 -1.9132 2.6958 0.2 -0.5 -0.3 -0.002
H -2.3911 -1.4349 2.2717 -0.2 -0.6 -0.2 0.004
H -4.2127 -3.0850 2.7721 0.1 -0.2 -0.1 0.000
H -4.0886 -5.4219 1.8991 0.2 0.3 0.0 0.000
H -2.1394 -6.1261 0.5126 -0.2 -0.4 0.0 0.000
H -0.3239 -4.5077 -0.0211 -0.5 -0.2 0.2 0.000
H -2.4029 -1.8350 -1.0035 0.1 0.0 -0.3 0.000
H -2.8444 -1.3917 -3.4024 -0.2 0.0 -0.3 0.000
H -0.9889 -0.6949 -4.9132 0.1 -0.1 0.3 0.000
H 1.3075 -0.3955 -3.9966 0.0 0.1 -0.3 0.000
H 1.7577 -0.8206 -1.5998 -0.2 -0.2 -0.3 0.000
H -0.0576 0.1323 -6.9738 0.3 0.0 0.0 0.000
H 0.6899 0.1296 -6.9213 -0.3 0.0 0.0 0.000
Se 0.0000 0.0010 7.2600 0.0 0.0 1.4 -0.014
C -0.0004 0.0009 5.5842 0.1 0.0 0.4 0.006
N 0.0062 -0.0108 4.3987 0.1 -0.1 -1.7 -0.011
```
Forces are in eV/Å.

Calculated values
multiplicity = 4
molar mass = 775.8 g/mol
Kohn-Sham gap (alpha / beta) = 0.249 / 0.256 Ha
highest occupied orbital energy (alpha / beta) = -13.04 / -13.06 eV
charge = +2


Calculated total energy across the listed records, respectively: -3581.0612 -3157.3427 -5128.8213 Ha.